Record 1
ORCA calculation (the ωB97M-V functional and the def2-TZVPD basis) on a 2-piece molecular cluster, C7H11BrNO overall.

XYZ file:
```
21
Properties=species:S:1:pos:R:3:forces:R:3:lowdin_charge:R:1
Br -2.6835 1.5015 -0.2124 1.20 -0.30 0.11 0.867
H 1.9985 -1.4738 -1.1074 2.03 -2.06 -0.21 0.098
N 1.2995 1.5773 0.2206 0.94 0.03 -1.93 0.188
H 1.7833 2.0960 0.9059 0.62 0.27 1.36 0.162
H -2.3821 -2.4118 -1.9216 -0.69 -2.08 -0.45 0.030
C 0.1100 0.7382 0.6080 0.42 0.51 -1.59 -0.367
C -0.3042 0.8945 1.9792 -0.40 0.23 1.09 -0.015
H -0.3624 1.9401 2.1286 -0.48 1.31 0.48 0.095
H -1.1398 0.8135 -2.5555 0.40 0.39 0.10 0.110
H -1.9078 -1.1328 -2.4526 0.51 1.10 -2.16 -0.011
H 2.2280 -0.1923 0.9091 -0.51 -0.35 0.68 0.169
C -0.4091 0.6816 -1.7534 -1.79 -0.60 0.01 -0.133
H 1.4211 2.0575 -0.7008 -0.86 -0.72 0.75 0.206
O -2.1427 -1.5540 -1.6700 -0.03 0.61 2.57 -0.005
H 0.9207 -0.6049 -3.0622 -0.80 0.20 0.77 0.143
H 0.3503 0.5347 2.7593 0.12 -0.60 -0.06 0.111
H -1.3096 0.5188 2.0253 -0.34 -0.40 0.61 0.080
C -0.8835 0.9167 -0.4839 0.85 -0.53 -1.54 -0.571
C 1.4488 0.0679 0.2108 -0.28 1.10 0.84 -0.088
C 1.5119 -0.5838 -1.0369 -1.69 1.16 -1.59 -0.038
C 0.6949 -0.2188 -2.0472 0.79 0.73 0.18 -0.030
```
Positions in Å, forces in eV/Å.

Charge   +1
HOMO   -0.471 Ha
Spin multiplicity   1


Record 2
ORCA calculation (the ωB97M-V functional and the def2-TZVPD basis) on a 2-piece molecular cluster, C7H11BrS2Si overall.

XYZ file:
```
22
Properties=species:S:1:pos:R:3:forces:R:3:lowdin_charge:R:1
C -2.1808 2.4869 -0.2572 -1.39 -1.36 -1.19 -0.893
H 2.7771 -2.6100 -0.4753 1.40 -2.14 2.83 -0.018
Br -3.8151 1.7733 -0.8684 0.19 -0.43 -0.27 0.739
H 2.5614 -2.4440 -2.0187 -0.32 0.88 -0.26 0.050
C -0.0970 -3.3287 -0.2509 -0.16 0.75 0.60 -0.227
H 0.3320 -3.7955 0.6801 0.72 -0.04 -1.43 0.032
H 1.5027 0.1880 0.7100 -1.35 -1.54 2.08 0.058
H 1.3891 -1.2603 1.9396 1.41 -0.77 0.41 0.002
H -0.7366 5.1441 1.2338 -0.35 -1.81 -0.30 0.098
H -3.2343 4.3005 0.3762 1.66 -0.47 -0.29 0.124
C -0.9646 1.9248 -0.2132 0.58 -2.03 -1.21 -0.435
Si 0.7182 -1.5510 -0.5210 -0.26 -2.43 2.61 0.049
C 2.4591 -1.8691 -1.0818 -1.14 1.09 -2.44 -0.216
H -0.0121 -0.4258 1.7471 -0.70 0.69 -0.49 0.014
C -1.0165 4.1103 0.8469 -1.28 2.02 -0.56 -0.427
H -0.0882 -3.9080 -1.2151 0.01 0.09 1.35 0.030
C 0.8651 -0.7203 1.2018 0.95 2.03 -3.01 -0.211
H -1.1072 -3.2821 0.2084 -0.02 0.45 -1.14 0.019
S -0.3602 -0.3974 -1.8388 -1.38 3.07 0.60 0.473
C -2.2430 3.7634 0.2601 0.26 2.03 2.30 -0.259
H 3.1057 -1.0052 -1.0539 0.25 0.14 -0.11 0.036
S 0.1453 2.9064 0.5902 0.93 -0.20 -0.08 0.962
```
Positions in Å, forces in eV/Å.

HOMO   -0.338 Ha
Spin multiplicity   1


Among the records above, which one has the lowest HOMO? C7H11BrNO


Number 2 is which compound? C7H11BrS2Si


Number 2 is which compound? C7H11BrS2Si